## P
Density functional theory data (ωB97M-V/def2-TZVPD) for a gas-phase ion, C10H17N2 (charge +1).

Its total charge is +1. For the orbital gap, the calculation gives 9.134 eV. The LUMO energy is -5.522 eV.

```
29
C10H17N2, DFT ωB97M-V/def2-TZVPD
C -0.4999 0.4253 -1.0461
C -0.1395 -1.2272 0.5007
C 0.4848 -0.3120 -0.3010
C -2.6676 -0.0755 0.1196
C -4.0372 -0.4880 -0.2508
C -2.5160 1.0622 1.1122
C 2.3154 0.1037 1.3417
C 2.4325 1.1822 -0.8637
C 2.7319 -1.2791 -0.7533
C 2.0116 -0.0509 -0.1675
N -1.6952 -0.1892 -0.9722
N -1.7122 -1.2276 0.0167
H -0.2285 1.1668 -1.8094
H 0.0889 -1.9011 1.2243
H -3.9808 -1.3684 -0.9596
H -4.4435 0.2745 -0.7563
H -4.7314 -0.6653 0.5944
H -1.5880 1.5800 0.8284
H -2.3685 0.6449 2.1081
H -3.4328 1.7350 1.1571
H 3.3598 0.1623 1.4836
H 1.9566 0.9949 1.5774
H 1.9995 -0.6991 1.8368
H 2.4680 1.2691 -1.9752
H 1.8877 2.1426 -0.7132
H 3.4576 1.5998 -0.5620
H 3.7894 -0.9047 -1.0429
H 2.7648 -2.1429 -0.0801
H 2.2923 -1.8122 -1.6475
```



## Q
Density functional theory data (ωB97M-V/def2-TZVPD) for a gas-phase ion, C10H17N2 (charge +1).

Its total charge is +1. For the orbital gap (spin up / spin down), the calculation gives 6.798 / 6.799 eV. The LUMO energy (spin up / spin down) is -4.658 / -4.658 eV.

```
29
C10H17N2, DFT ωB97M-V/def2-TZVPD
C -2.1640 1.4283 -0.6703
C -1.7757 0.3943 -1.4910
C -1.9987 1.8303 0.6525
C -0.5767 -0.5227 -1.6485
C -1.6291 1.0233 1.6832
C 0.8057 -0.6013 -1.3958
C 1.5267 0.2709 -0.5515
C 1.5334 -1.7742 -1.9198
C 2.9134 -0.0450 -0.1497
C -0.9335 -0.9505 2.7874
N 1.0544 1.4947 -0.2101
N -1.2643 -0.2864 1.5703
H -3.0092 1.9719 -1.1355
H -2.5121 0.1459 -2.2733
H -2.2709 2.8083 0.8792
H -0.7157 -1.3216 -2.3235
H -1.5207 1.4593 2.6528
H 1.0265 -2.2334 -2.8989
H 1.6706 -2.5082 -1.0878
H 2.4851 -1.4811 -2.2742
H 3.4888 -0.0175 -1.1085
H 2.9147 -1.0711 0.2193
H 3.1585 0.5918 0.6037
H -1.2719 -1.9785 2.8298
H 0.1870 -1.0241 2.9005
H -1.3967 -0.4798 3.6497
H 0.1970 1.8627 -0.6465
H 1.7001 1.9783 0.4906
H -1.6227 -0.9646 0.8658
```



Relative energies, kcal/mol: P 53.4; Q 0.0.



## P
Density functional theory data (ωB97M-V/def2-TZVPD) for a single C3HNO2 molecule.

For the orbital gap, the calculation gives 8.576 eV. The LUMO energy is -1.448 eV.

```
7
C3HNO2, DFT ωB97M-V/def2-TZVPD
O 1.1473 -0.9284 -1.2315
C 0.2043 -0.7896 -0.3526
C -0.4659 0.4839 -0.1600
O -1.1605 0.9907 -1.0117
C -0.4469 0.9010 1.2572
N -0.3695 1.2016 2.3711
H 1.0913 -1.8592 -0.8725
```



## Q
Density functional theory data (ωB97M-V/def2-TZVPD) for a single C3HNO2 molecule.

For the orbital gap, the calculation gives 8.743 eV. The LUMO energy is -0.792 eV.

```
7
C3HNO2, DFT ωB97M-V/def2-TZVPD
C 1.0826 0.1180 0.0777
C 0.1855 1.0688 0.0074
C -1.8613 -0.4188 -0.4312
N -0.9325 -1.0484 -0.0627
O 0.3641 -1.1682 0.1365
O -0.9146 1.4942 -0.0407
H 2.0762 -0.0456 0.3130
```



## R
Density functional theory data (ωB97M-V/def2-TZVPD) for a single C3HNO2 molecule.

For the orbital gap, the calculation gives 9.476 eV. The LUMO energy is -1.672 eV.

```
7
C3HNO2, DFT ωB97M-V/def2-TZVPD
O -1.2661 -1.5052 -0.1431
C -1.1232 -0.3469 0.1349
C 0.1553 0.4420 -0.1590
O 0.0228 1.5416 -0.6340
C 1.5089 -0.0927 0.0692
N 2.6268 -0.3394 0.2383
H -1.9291 0.3122 0.5095
```



Relative energies, kcal/mol: P 63.1; Q 109.2; R 0.0.



## P
Density functional theory data (ωB97M-V/def2-TZVPD) for 2 unconnected molecules or ions with the total composition C4H10O3.

For the orbital gap, the calculation gives 10.926 eV. The LUMO energy is 0.680 eV.

```
17
C4H10O3, DFT ωB97M-V/def2-TZVPD
O 3.0644 0.5614 1.5336
C 2.2817 0.3370 0.5883
C 1.2273 -0.7173 0.5540
C -0.1805 -0.3046 -0.0587
C -1.2241 -1.3442 -0.0137
O -0.5375 0.9116 0.7027
H 2.3218 1.0642 -0.2890
H 0.9770 -0.9123 1.6143
H 1.6130 -1.5170 -0.0776
H -0.0346 0.1217 -1.0469
H -1.2426 -1.8306 1.0070
H -1.0675 -2.0999 -0.8316
H -2.1884 -0.8647 -0.2260
H -0.0966 0.9683 1.5653
H -1.1769 1.6522 -2.2306
H -1.7348 2.1700 -0.9914
O -2.0016 1.8043 -1.7996
```



## Q
Density functional theory data (ωB97M-V/def2-TZVPD) for 2 unconnected molecules or ions with the total composition C4H10O3.

For the orbital gap, the calculation gives 9.717 eV. The LUMO energy is 0.489 eV.

```
17
C4H10O3, DFT ωB97M-V/def2-TZVPD
C -1.3649 0.9069 0.4123
O -1.5956 0.6477 -0.9354
O -2.4832 0.5046 1.1548
H -2.1684 -0.1344 -0.9589
H -2.1662 0.0941 1.9764
H -1.1455 1.9725 0.5386
H -0.4082 0.4377 1.0467
C 0.5580 -1.5996 -0.3303
C 1.6873 0.6765 -0.6560
C 0.9561 -0.2715 0.2570
O 1.1113 -0.1776 1.5347
H 0.2775 -1.5003 -1.3809
H -0.2847 -2.0069 0.2324
H 1.1246 0.8252 -1.5797
H 1.8211 1.6400 -0.1601
H 2.6678 0.2604 -0.9000
H 1.4130 -2.2753 -0.2515
```



Relative energies, kcal/mol: P 0.0; Q 24.8.



## P
Density functional theory data (ωB97M-V/def2-TZVPD) for 2 unconnected molecules or ions with the total composition C4H10O3.

For the orbital gap, the calculation gives 10.219 eV. The LUMO energy is 0.612 eV.

```
17
C4H10O3, DFT ωB97M-V/def2-TZVPD
O -2.2984 -3.4153 -1.6338
C -2.0178 -2.4573 -0.9640
C -0.6729 -1.7833 -0.9332
C -0.5442 -0.8043 0.2417
C 0.9003 -0.5624 0.5989
O -1.2686 -1.3349 1.3621
H -2.7930 -1.9440 -0.3684
H 0.2029 -2.4160 -1.0361
H -0.7302 -1.1787 -1.8512
H -1.0252 0.1317 -0.0616
H 1.3453 -1.4958 0.9555
H 1.5225 -0.3044 -0.2628
H 1.0680 0.2075 1.3564
H -0.7444 -1.2292 2.1664
H 1.9834 6.8229 0.4079
H 2.8140 5.5919 0.2800
O 2.2583 6.1716 -0.2577
```



## Q
Density functional theory data (ωB97M-V/def2-TZVPD) for 2 unconnected molecules or ions with the total composition C4H10O3.

For the orbital gap, the calculation gives 10.511 eV. The LUMO energy is 0.850 eV.

```
17
C4H10O3, DFT ωB97M-V/def2-TZVPD
C 0.5734 1.1392 -0.5216
C -1.0919 -0.4811 -0.5531
C 0.5643 -0.3360 -0.5637
C -1.5956 -0.5911 0.8789
O 0.2456 1.8505 0.4182
O -1.3254 -1.6841 -1.2617
O 2.9513 0.8768 0.6989
H 2.7040 1.8212 0.5822
H -2.2709 -1.7842 -1.4267
H 2.9115 0.7058 1.6359
H 1.2094 1.5657 -1.3261
H -1.6521 0.3227 -1.0589
H 0.9915 -0.8286 0.3097
H 0.9280 -0.7298 -1.5098
H -1.1618 -1.4632 1.3607
H -2.6805 -0.6784 0.9052
H -1.3008 0.2946 1.4319
```



Relative energies, kcal/mol: P 0.0; Q 10.9.



## P
Density functional theory data (ωB97M-V/def2-TZVPD) for a single C3H9N3S molecule.

For the orbital gap, the calculation gives 9.651 eV. The LUMO energy is 0.611 eV.

```
16
C3H9N3S, DFT ωB97M-V/def2-TZVPD
C 1.2256 1.6226 -2.0188
C -0.2217 -0.7618 0.2460
C -1.0228 0.0972 1.3005
H 1.7887 0.6860 -2.3738
H 1.1768 2.4405 -2.7061
H 1.4654 1.7882 -0.9051
H 0.6897 -1.2932 -1.5367
H 0.8033 -2.1459 -0.2142
H -0.7053 1.2663 1.0452
H -2.0375 0.2086 1.0114
H -0.1986 -0.6609 3.1265
H -1.6225 -1.0873 2.8383
N -0.1594 -0.6190 -1.1135
N 0.2611 -1.8880 0.8028
N -1.0393 -0.3319 2.6134
S -0.4034 0.6787 -2.1157
```



## Q
Density functional theory data (ωB97M-V/def2-TZVPD) for a single C3H9N3S molecule.

For the orbital gap, the calculation gives 8.355 eV. The LUMO energy is 0.785 eV.

```
16
C3H9N3S, DFT ωB97M-V/def2-TZVPD
C -2.8956 0.7384 0.3481
C -2.2158 -0.6568 -0.3894
C 1.1760 1.2803 -0.1020
H -3.3427 0.3650 1.4231
H -3.8141 0.9875 -0.4607
H -2.0833 1.4574 0.3774
H -2.5587 -1.6689 0.0334
H -2.3277 -0.5417 -1.4557
H 1.1677 2.3981 0.0988
H 3.3220 0.9617 -0.1601
H 2.0088 -1.2211 1.0902
H 2.5959 -1.3492 -0.7983
N -0.0421 0.8632 -0.1828
N 2.3337 0.5318 -0.0702
N 2.4923 -0.8571 0.2155
S -0.3026 -0.8328 0.0609
```



## R
Density functional theory data (ωB97M-V/def2-TZVPD) for a single C3H9N3S molecule.

For the orbital gap, the calculation gives 9.606 eV. The LUMO energy is 0.848 eV.

```
16
C3H9N3S, DFT ωB97M-V/def2-TZVPD
C -0.9456 -1.1174 0.3178
C 0.3910 -0.4332 0.2829
C 0.2912 1.0317 0.7146
H -1.7012 -0.6636 -1.5190
H -2.8059 -0.7787 -0.3896
H -0.7611 -2.1803 0.0550
H -1.3207 -1.0910 1.3393
H -0.6031 1.0891 1.3293
H 1.1472 1.2639 1.3849
H -0.6990 1.7710 -0.8632
H 0.8968 2.0399 -0.9507
H 3.5726 -1.2660 -0.5517
N -1.8658 -0.4368 -0.5539
N 0.1002 2.0090 -0.3266
N 1.4192 -1.0550 -0.1032
S 2.8842 -0.1826 -0.1658
```



Relative energies, kcal/mol: P 53.3; Q 75.1; R 0.0.



## P
Density functional theory data (ωB97M-V/def2-TZVPD) for a molecular structure, C4H6CeMgO5.

Its total charge is +2. For the orbital gap (spin up / spin down), the calculation gives 7.962 / 7.508 eV. The LUMO energy (spin up / spin down) is -7.998 / -9.248 eV. As for the multiplicity: 3. The expectation value of S² is 2.0013.

```
17
C4H6CeMgO5, DFT ωB97M-V/def2-TZVPD
C 1.3032 0.9124 -3.6926
O 1.1889 -0.2604 -3.7109
O 1.1890 1.9964 -4.0716
Mg 0.6846 -1.9622 -4.9638
O -1.1808 -2.2997 1.3515
O -0.7838 0.5515 -0.6297
C -0.0595 1.3326 0.2499
C -0.2279 0.7655 1.6595
O 0.2819 -0.5731 1.6418
C -0.4925 -1.6245 2.3045
Ce -0.7077 -1.4897 -0.4433
H -0.3799 2.4231 -0.0260
H 1.0281 1.5178 0.1295
H -1.2982 0.7310 1.9245
H 0.3270 1.3601 2.4003
H 0.2632 -2.2483 2.8171
H -1.1355 -1.1325 3.0592
```



## Q
Density functional theory data (ωB97M-V/def2-TZVPD) for a molecular structure, C4H6CeMgO5.

Its total charge is +2. For the orbital gap (spin up / spin down), the calculation gives 6.247 / 6.181 eV. The LUMO energy (spin up / spin down) is -8.626 / -8.693 eV. As for the multiplicity: 3. The expectation value of S² is 2.0011.

```
17
C4H6CeMgO5, DFT ωB97M-V/def2-TZVPD
C -1.8713 -0.5411 -2.2328
O -1.8221 0.5234 -1.5359
O -2.6755 -0.6468 -3.1511
Ce -4.0614 1.6223 -3.0405
O 0.1789 2.1796 1.4335
O 1.2114 0.1637 -0.9986
C 1.4139 -0.9397 -0.4544
C 1.2874 -0.9600 1.0486
O 0.2569 -0.0963 1.4532
C 0.5924 1.1488 2.1941
Mg -0.3328 1.2460 -0.1690
H -0.8980 -1.2698 -2.0513
H 1.6920 -1.9192 -0.8800
H 2.2619 -0.6928 1.4915
H 1.0524 -1.9923 1.3560
H 0.0333 1.0606 3.1432
H 1.6806 1.1137 2.3933
```



Relative energies, kcal/mol: P 13.8; Q 0.0.